Record 1
The following is a DFT calculation (the ωB97M-V functional and the def2-TZVPD basis) of a molecular structure, C2H7N2O2 at a distorted geometry.

Cartesian coordinates (Å):
C 0.590 -0.016 -0.168
C -1.133 0.710 0.286
N 2.861 0.142 -0.470
N -1.900 -0.466 0.044
O 0.439 -1.124 -0.542
O 1.544 0.707 0.073
H -1.415 1.566 -0.166
H -1.058 0.934 1.321
H 2.602 -0.844 -0.292
H 3.688 0.585 -0.063
H -2.831 -0.158 -0.381
H -2.060 -1.010 0.920
H -1.326 -1.025 -0.560

Atomic forces in eV per Å
-5.5 2.3 1.5
4.6 -2.0 1.5
7.5 -4.2 -1.0
-3.7 0.6 0.7
0.6 -2.3 -1.1
-5.7 5.3 2.9
-1.0 2.4 -2.2
0.1 0.0 1.0
1.3 0.2 -1.1
0.2 -0.1 -0.8
1.3 -1.2 0.6
-0.1 0.4 -0.9
0.4 -1.2 -1.0

Output
maximum force	8.6	eV Å⁻¹
expectation value of S²	2.011
calculated total energy	-339.8753	a.u.
frontier orbital gap (alpha / beta)	7.21 / 8.08	eV
ΔE to the lowest compared entry with this formula, charge and spin	1.790	eV
spin multiplicity	3
LUMO energy (alpha / beta)	-0.123 / -0.245	Ha
total charge	+1

Results of the Mulliken charge analysis, in e, for atoms 1 through 2: 0.780 -0.914


Record 2
The following is a DFT calculation (the ωB97M-V functional and the def2-TZVPD basis) of a molecular structure, C32H23Cl5N3O6PRu.

Cartesian coordinates (Å):
Ru 0.598 -1.371 -0.134
Cl 3.857 -2.210 0.748
C 3.096 -0.944 1.649
C 1.734 -0.696 1.493
C 1.136 0.085 2.474
Cl -0.594 0.229 2.470
C 1.854 0.758 3.454
Cl 1.060 1.800 4.566
C 3.235 0.598 3.500
Cl 4.162 1.457 4.665
C 3.854 -0.288 2.620
Cl 5.543 -0.581 2.763
C 1.632 -3.597 2.989
C 0.597 -3.929 1.978
N 0.231 -3.223 0.922
C -0.789 -3.911 0.308
C -1.030 -5.065 0.989
N -0.152 -5.045 2.045
C -1.964 -6.213 0.848
O -2.745 -6.216 -0.206
O -1.937 -7.089 1.679
C -1.534 -3.265 -0.808
O -2.462 -3.865 -1.355
O -1.177 -2.062 -1.046
H 2.551 -3.268 2.507
H 1.852 -4.475 3.594
H 1.279 -2.800 3.644
H -0.103 -5.786 2.728
H -2.577 -5.414 -0.796
N 0.158 0.304 -0.740
P -0.673 1.657 -0.711
C 0.274 2.945 0.123
C 1.582 2.658 0.500
C 2.356 3.634 1.112
C 1.835 4.899 1.330
C 0.547 5.205 0.906
C -0.228 4.236 0.294
C -0.887 2.190 -2.413
C 0.159 1.945 -3.300
C 0.057 2.377 -4.611
C -1.082 3.051 -5.036
C -2.124 3.289 -4.154
C -2.029 2.857 -2.839
C -2.329 1.502 -0.024
C -3.091 0.452 -0.541
C -4.372 0.232 -0.065
C -4.901 1.056 0.919
C -4.143 2.094 1.440
C -2.856 2.318 0.972
H 1.997 1.680 0.289
H 3.371 3.403 1.412
H 2.439 5.658 1.810
H 0.150 6.202 1.049
H -1.218 4.495 -0.065
H 1.033 1.399 -2.963
H 0.863 2.182 -5.305
H -1.158 3.386 -6.062
H -3.015 3.802 -4.490
H -2.852 3.026 -2.154
H -2.669 -0.215 -1.283
H -4.954 -0.591 -0.461
H -5.903 0.882 1.289
H -4.546 2.724 2.221
H -2.257 3.101 1.416
C 3.106 -2.073 -3.428
C 2.333 -1.782 -2.173
O 1.463 -2.626 -1.782
O 2.525 -0.730 -1.528
H 3.352 -3.132 -3.483
H 4.006 -1.465 -3.473
H 2.474 -1.838 -4.286

Atomic forces in eV per Å
-0.2 0.2 0.1
0.0 0.1 -0.3
0.0 0.1 0.1
-0.1 0.0 0.0
-0.1 0.1 -0.1
0.0 0.0 0.0
0.0 0.0 0.0
0.0 0.0 0.0
0.0 0.0 0.0
0.0 0.0 0.0
0.0 0.0 0.0
0.0 0.0 0.0
0.0 0.0 0.0
0.1 -0.1 0.2
0.0 0.0 -0.1
-0.2 -0.1 0.0
0.0 0.1 0.1
0.1 0.0 -0.2
0.2 0.0 -0.1
0.1 0.1 -0.2
-0.1 0.0 0.1
-0.2 -0.1 0.0
0.3 -0.1 0.0
0.0 -0.1 0.0
-0.1 -0.1 0.1
0.0 0.0 0.0
0.0 0.0 0.0
0.0 0.0 0.0
-0.3 0.1 0.3
0.1 0.1 0.2
0.1 -0.2 0.0
0.0 0.1 -0.1
0.0 -0.1 0.0
0.0 0.0 0.0
0.0 0.0 0.0
0.0 0.0 0.0
-0.1 0.0 0.0
0.0 0.0 0.0
0.0 0.0 0.0
0.0 0.0 0.0
0.0 0.0 0.0
0.0 0.0 0.0
0.0 0.0 0.0
-0.1 0.1 0.0
0.0 0.0 0.0
0.0 0.0 0.0
0.0 0.0 0.0
0.0 0.0 0.0
0.0 0.0 0.1
0.0 0.0 0.0
0.0 0.0 0.0
0.0 0.0 0.0
0.0 0.0 0.0
0.0 0.0 0.0
0.0 0.0 0.0
0.0 0.0 0.0
0.0 0.0 0.0
0.0 0.0 0.0
0.0 0.0 0.0
0.0 0.0 0.0
0.0 0.0 0.0
0.0 0.0 0.0
0.0 0.0 0.0
0.0 0.0 0.0
0.0 0.0 -0.1
0.1 0.1 0.1
-0.1 0.0 0.0
0.2 0.0 -0.1
0.0 0.0 0.0
0.0 0.0 0.0
0.0 0.0 0.0

Output
maximum force	0.5	eV Å⁻¹
expectation value of S²	6.019
calculated total energy	-4586.2128	a.u.
frontier orbital gap (alpha / beta)	8.60 / 7.81	eV
ΔE to the lowest compared entry with this formula, charge and spin	0.000	eV
spin multiplicity	5
LUMO energy (alpha / beta)	0.000 / -0.049	Ha
total charge	0

Results of the Mulliken charge analysis, in e, for atoms 1 through 2: -0.194 -0.130


Record 3
The following is a DFT calculation (the ωB97M-V functional and the def2-TZVPD basis) of 2 unconnected molecules or ions with the total composition C2H10NO2 at a distorted geometry.

Cartesian coordinates (Å):
C 0.301 1.746 -0.221
O 0.835 1.350 0.977
C -0.369 0.443 -1.020
N -1.144 -0.405 0.030
H 1.153 2.054 -0.905
H -0.453 2.518 -0.038
H 1.748 0.942 0.893
H -0.866 0.732 -2.021
H 0.514 -0.198 -1.239
H -2.204 -0.586 -0.214
H -1.173 0.146 0.947
H -0.752 -1.403 0.072
H 0.599 -3.132 0.508
H 1.048 -2.054 1.558
O 0.762 -2.153 0.671

Atomic forces in eV per Å
0.2 -1.5 -2.8
1.4 -1.2 1.4
1.6 1.0 0.4
-3.3 0.2 -1.1
-1.4 0.2 0.5
0.3 -0.1 -0.2
-1.7 0.8 -0.1
0.2 -0.7 2.0
-0.7 0.4 -0.1
2.5 0.9 0.3
0.6 -1.4 -1.2
0.2 1.9 0.9
0.6 1.7 0.5
0.5 -0.1 1.5
-1.0 -2.1 -2.0

Output
maximum force	3.5	eV Å⁻¹
calculated total energy	-287.1530	a.u.
frontier orbital gap	11.32	eV
ΔE to the lowest compared entry with this formula, charge and spin	1.179	eV
LUMO energy	-0.128	Ha
total charge	+1

Results of the Mulliken charge analysis, in e, for atoms 1 through 2: -0.474 -0.522


Record 4
The following is a DFT calculation (the ωB97M-V functional and the def2-TZVPD basis) of 2 unconnected molecules or ions with the total composition CH7NOS at a distorted geometry.

Cartesian coordinates (Å):
S 2.365 0.128 0.817
H 3.592 0.165 0.439
H 1.989 0.197 -0.545
N -2.931 -0.035 -0.436
C -1.608 0.402 -0.627
O -0.524 -0.608 -0.550
H -3.174 -0.347 0.465
H -3.018 -0.864 -1.015
H -1.277 1.173 0.032
H -1.437 0.810 -1.599
H -0.152 -0.491 0.371

Atomic forces in eV per Å
-1.8 0.1 -1.5
1.7 0.0 -0.2
0.2 -0.1 1.7
0.1 -0.5 -1.6
2.0 -0.4 0.1
-0.3 0.6 1.9
0.1 -0.1 1.5
-0.4 0.1 -0.2
-0.4 0.7 0.8
-0.5 0.1 -0.9
-0.6 -0.6 -1.6

Output
maximum force	2.3	eV Å⁻¹
structure (SMILES)	NCO.S
calculated total energy	-570.4440	a.u.
frontier orbital gap	10.68	eV
ΔE to the lowest compared entry with this formula, charge and spin	0.390	eV
LUMO energy	0.030	Ha
total charge	0

Results of the Mulliken charge analysis, in e, for atoms 1 through 2: -0.312 0.129


Record 5
The following is a DFT calculation (the ωB97M-V functional and the def2-TZVPD basis) of a molecular structure, C24H23N3O4 at a distorted geometry.

Cartesian coordinates (Å):
C 7.834 2.130 0.508
H 8.830 2.652 0.091
O 7.658 1.309 -0.641
C 6.432 0.413 -0.622
C 6.175 -0.429 -1.930
C 5.007 -1.175 -1.886
C 4.077 -1.383 -0.731
C 4.365 -0.554 0.170
C 5.415 0.303 0.372
O 5.734 0.911 1.630
C 4.666 1.094 2.673
H 3.641 1.326 2.195
H 4.660 -0.296 2.958
H 5.097 1.660 3.468
H 3.674 -0.733 0.970
C 2.899 -2.193 -0.899
C 1.744 -1.619 -0.629
N 1.420 -0.257 -0.752
C 0.276 0.078 -0.441
C -0.659 1.147 -0.156
C -1.937 0.926 0.167
C -2.485 -0.228 0.819
C -1.580 -1.348 0.625
C -0.370 -1.235 0.226
O 0.687 -2.017 -0.388
H -1.822 -2.407 0.904
C -3.746 -0.556 1.202
O -4.201 0.698 1.819
N -4.519 -1.551 1.033
H -4.007 -2.195 0.324
C -5.858 -1.469 1.059
H -6.179 -2.607 1.318
H -6.079 -0.814 1.910
C -6.645 -1.348 -0.208
C -6.176 0.048 -0.672
C -5.049 0.412 -1.542
C -4.583 1.470 -2.091
N -5.105 2.608 -1.166
C -6.128 2.544 -0.564
C -6.779 1.427 -0.075
H -7.395 1.206 0.701
H -6.623 3.516 0.036
H -3.881 1.530 -2.580
H -4.696 -0.819 -1.982
H -7.797 -1.132 -0.046
H -6.278 -2.052 -0.953
H -2.471 1.666 0.414
H -0.138 1.917 -0.554
H 3.090 -2.936 -0.467
H 2.766 -2.467 -2.001
H 4.944 -1.554 -2.923
H 6.883 -0.064 -2.629
H 7.157 2.905 0.469
H 8.055 1.538 1.466

Atomic forces in eV per Å
5.2 -0.8 -1.2
-1.7 -0.9 1.7
-4.1 -3.5 0.2
0.1 -0.2 -1.9
-1.0 3.2 6.8
1.1 -0.7 -1.9
3.7 -0.2 -9.4
-1.1 2.0 6.8
4.4 1.9 0.4
-1.9 0.8 -0.5
0.1 -6.5 -3.0
1.8 0.1 1.1
-0.7 4.4 0.2
-0.1 0.4 0.3
-0.2 1.0 1.2
2.1 6.0 -9.1
-2.3 13.2 -0.7
9.3 2.6 -3.0
-7.8 -3.5 6.3
3.6 -3.0 -2.4
1.1 -4.6 2.4
7.1 -3.5 -4.1
-4.5 -3.3 2.1
7.7 5.3 -6.3
-11.4 -13.0 6.0
-0.5 0.8 -0.1
-3.6 12.1 5.3
0.6 -6.2 -2.4
5.1 -3.8 -3.9
-1.7 0.8 1.5
-5.0 -5.2 3.1
0.3 2.3 0.5
-0.6 0.0 -0.6
-0.3 4.9 -0.9
-0.9 7.5 0.7
-2.7 -11.3 -0.3
-13.4 4.2 13.4
8.0 0.4 -8.9
-7.3 2.1 7.3
3.6 -7.9 -4.7
-2.3 0.6 2.0
1.7 -1.6 -1.7
12.7 2.0 -9.1
-0.3 3.6 0.7
2.4 -1.5 -0.3
-0.8 -0.4 0.0
-4.3 6.2 0.8
-0.1 4.1 -0.8
1.8 -11.7 6.4
0.6 0.1 1.0
-1.2 -0.7 0.8
0.1 -0.7 -1.4
-1.9 1.4 0.9
-0.7 1.3 -1.5

Output
maximum force	19.4	eV Å⁻¹
calculated total energy	-1392.7152	a.u.
frontier orbital gap	7.15	eV
ΔE to the lowest compared entry with this formula, charge and spin	25.830	eV
LUMO energy	-0.016	Ha
total charge	0

Results of the Mulliken charge analysis, in e, for atoms 1 through 2: -0.626 0.225


Please write out number 3 again, unchanged.
The following is a DFT calculation (the ωB97M-V functional and the def2-TZVPD basis) of 2 unconnected molecules or ions with the total composition C2H10NO2 at a distorted geometry.

Cartesian coordinates (Å):
C 0.301 1.746 -0.221
O 0.835 1.350 0.977
C -0.369 0.443 -1.020
N -1.144 -0.405 0.030
H 1.153 2.054 -0.905
H -0.453 2.518 -0.038
H 1.748 0.942 0.893
H -0.866 0.732 -2.021
H 0.514 -0.198 -1.239
H -2.204 -0.586 -0.214
H -1.173 0.146 0.947
H -0.752 -1.403 0.072
H 0.599 -3.132 0.508
H 1.048 -2.054 1.558
O 0.762 -2.153 0.671

Atomic forces in eV per Å
0.2 -1.5 -2.8
1.4 -1.2 1.4
1.6 1.0 0.4
-3.3 0.2 -1.1
-1.4 0.2 0.5
0.3 -0.1 -0.2
-1.7 0.8 -0.1
0.2 -0.7 2.0
-0.7 0.4 -0.1
2.5 0.9 0.3
0.6 -1.4 -1.2
0.2 1.9 0.9
0.6 1.7 0.5
0.5 -0.1 1.5
-1.0 -2.1 -2.0

Output
maximum force	3.5	eV Å⁻¹
calculated total energy	-287.1530	a.u.
frontier orbital gap	11.32	eV
ΔE to the lowest compared entry with this formula, charge and spin	1.179	eV
LUMO energy	-0.128	Ha
total charge	+1

Results of the Mulliken charge analysis, in e, for atoms 1 through 2: -0.474 -0.522